15
Properties=species:S:1:pos:R:3 method="wB97M-V/def2-TZVPD" total_energy_ev=-14033.3366 orbital_gap_ha=0.278 de_lowest_kj_mol=436.25 multiplicity=1 largest_force_ev_per_a=5.53 lumo_ev=3.57 homo_ha=-0.1465 total_charge=-1
C -0.60 -0.67 -0.64
H -0.23 -0.18 1.44
F -2.86 -0.41 -0.35
C 0.01 0.21 0.44
H -1.03 -0.06 -1.49
C -0.38 -2.13 -0.46
N 0.07 -3.03 0.17
N -0.64 1.58 0.44
O -0.46 2.32 -0.49
O -1.29 1.87 1.43
C 1.51 0.39 0.28
H 1.96 -0.61 0.35
H 1.72 0.81 -0.71
H 1.92 1.01 1.09
H 0.28 -1.10 -1.50

48
Properties=species:S:1:pos:R:3 method="wB97M-V/def2-TZVPD" total_energy_ev=-60656.7289 orbital_gap_ha=0.266 de_lowest_kj_mol=963.02 multiplicity=1 largest_force_ev_per_a=9.41 lumo_ev=-5.19 homo_ha=-0.4563 total_charge=+1
C -0.67 -3.86 -0.83
C -1.03 -3.12 -2.26
N -1.18 -3.98 -3.35
C -1.17 -1.50 -2.45
C 0.00 -0.78 -1.55
C 1.57 -0.57 -2.09
C 2.26 -1.05 -3.51
N 1.57 -2.23 -4.17
N 2.22 0.18 -0.91
S 3.90 0.76 -0.82
O 3.96 2.32 -0.57
O 4.71 0.51 -2.12
C 4.82 -0.20 0.55
F 4.07 -1.49 0.69
F 4.90 0.58 1.81
F 6.21 -0.41 0.04
C 1.19 0.36 0.23
C 1.62 1.09 1.63
C 0.47 2.08 2.28
N -0.02 1.69 3.53
N -0.20 -0.22 -0.13
P -1.70 -0.25 0.83
O -2.79 -1.51 0.34
O -2.52 1.28 0.87
H -0.55 -5.04 -1.01
H -1.49 -3.75 -0.01
H 0.40 -3.49 -0.48
H -1.38 -3.38 -4.20
H -0.99 -1.13 -3.57
H -2.27 -1.14 -2.19
H 3.36 -1.42 -3.23
H 2.37 -0.10 -4.20
H 0.69 -1.97 -4.67
H 1.45 -3.05 -3.53
H 1.83 0.20 2.41
H 2.61 1.71 1.59
H 0.02 3.03 1.76
H -0.77 2.35 3.84
H -3.56 -1.04 -0.15
H -1.95 1.96 0.40
C -3.56 3.32 3.93
O -2.55 3.30 4.61
N -4.49 4.29 4.03
N -3.85 2.36 3.03
H -5.33 4.32 3.48
H -4.31 5.03 4.69
H -3.18 1.61 2.93
H -4.68 2.35 2.47

83
Properties=species:S:1:pos:R:3 method="wB97M-V/def2-TZVPD" total_energy_ev=-69349.6716 orbital_gap_ha="0.194 / 0.198" de_lowest_kj_mol=176.50 multiplicity=1 largest_force_ev_per_a=1.14 lumo_ev="-7.60 / -7.66" homo_ha="-0.4731 / -0.4793" total_charge=+2
Pd 0.23 -0.25 -0.69
C 0.50 0.56 3.49
Sb -0.14 -0.62 1.85
C -2.25 -0.49 2.10
C 0.31 -2.61 2.57
C -0.97 -3.38 2.76
C -1.61 -3.34 3.99
C -2.83 -3.96 4.19
C -3.43 -4.64 3.14
C -2.79 -4.70 1.91
C -1.56 -4.09 1.70
C -0.87 -4.28 0.38
Sb -0.90 -2.60 -0.98
C -3.00 -2.42 -1.24
C -0.37 -3.56 -2.81
H -0.18 0.31 4.31
H 0.43 1.62 3.25
H 1.53 0.31 3.76
H -2.58 -1.21 2.84
H -2.75 -0.66 1.15
H -2.47 0.52 2.45
H 0.83 -2.45 3.51
H 0.99 -3.08 1.86
H -1.14 -2.81 4.81
H -3.31 -3.93 5.16
H -4.39 -5.13 3.28
H -3.25 -5.26 1.10
H -1.38 -5.05 -0.21
H 0.17 -4.58 0.49
H -3.31 -3.19 -1.94
H -3.27 -1.44 -1.62
H -3.50 -2.58 -0.28
H -0.79 -4.57 -2.78
H 0.71 -3.60 -2.92
H -0.82 -3.00 -3.63
C 4.67 -2.24 -1.50
P 3.87 -1.08 -0.40
C 4.90 0.38 -0.32
C 3.90 -1.80 1.24
O 2.47 -0.77 -0.87
H 5.71 -2.42 -1.21
H 4.64 -1.83 -2.51
H 4.13 -3.19 -1.49
H 5.95 0.10 -0.20
H 4.61 0.98 0.54
H 4.78 0.96 -1.23
H 4.92 -1.94 1.59
H 3.40 -2.77 1.23
H 3.38 -1.12 1.93
C -3.52 5.90 -2.68
C -2.62 5.17 -3.44
C -2.04 4.02 -2.93
C -2.36 3.61 -1.64
C -3.29 4.32 -0.87
C -3.86 5.47 -1.40
Sb -1.44 1.86 -0.82
C 0.02 1.49 -2.36
C -0.08 0.27 -3.07
C 0.95 -0.15 -3.92
C 2.07 0.64 -4.07
C 2.17 1.86 -3.41
C 1.17 2.28 -2.55
C -0.15 2.86 0.60
C 1.22 2.58 0.71
C 2.00 3.23 1.67
C 1.42 4.15 2.54
C 0.07 4.42 2.45
C -0.71 3.78 1.49
H -3.98 6.79 -3.08
H -2.37 5.49 -4.44
H -1.33 3.46 -3.53
H -3.59 3.98 0.11
H -4.57 6.03 -0.81
H -1.03 -0.26 -3.10
H 0.86 -1.07 -4.48
H 2.87 0.32 -4.74
H 3.03 2.50 -3.58
H 1.26 3.22 -2.03
H 1.71 1.89 0.04
H 3.06 3.02 1.73
H 2.03 4.66 3.27
H -0.39 5.13 3.12
H -1.77 4.01 1.44

110
Properties=species:S:1:pos:R:3 method="wB97M-V/def2-TZVPD" total_energy_ev=-219467.2836 orbital_gap_ha=0.347 de_lowest_kj_mol=0.00 multiplicity=1 smiles=C[C@H](Cl)C[C@](Cl)(C#N)[C@](C#N)(c1ccccc1)[C@@H](Br)[C@H](C)Br.CCCC#N.CCCC#N.CCCC#N.CCCC#N.CCCC#N.CCCC#N largest_force_ev_per_a=3.39 lumo_ev=0.02 homo_ha=-0.3463
C -1.81 -0.50 -4.72
C -1.29 0.07 -6.10
Cl -0.91 -1.42 -7.13
C 0.03 0.93 -5.81
C -0.27 2.47 -5.79
Cl -1.90 2.84 -5.00
C -0.51 2.88 -7.30
N -0.43 3.15 -8.41
C 0.92 3.39 -5.22
C 0.19 4.71 -4.74
N -0.23 5.73 -4.42
C 1.97 3.80 -6.33
C 2.68 2.81 -7.18
C 3.68 3.17 -8.20
C 4.01 4.59 -8.46
C 3.33 5.59 -7.62
C 2.35 5.22 -6.56
C 1.63 2.83 -3.91
Br 0.40 2.15 -2.52
C 2.75 1.73 -4.16
C 2.91 0.65 -3.00
Br 4.55 2.61 -4.30
H -2.08 0.30 -3.97
H -2.72 -1.16 -4.82
H -0.93 -1.06 -4.25
H -2.06 0.64 -6.68
H 0.46 0.51 -4.86
H 0.73 0.66 -6.65
H 2.47 1.71 -7.08
H 4.22 2.41 -8.82
H 4.75 4.90 -9.24
H 3.56 6.68 -7.78
H 1.93 6.06 -5.98
H 2.16 3.71 -3.44
H 2.64 1.14 -5.11
H 2.11 -0.14 -3.04
H 3.88 0.10 -3.23
H 3.05 1.10 -1.98
C -2.07 -5.44 -1.92
C -2.64 -4.66 -3.10
C -1.56 -3.95 -3.92
C -0.84 -2.97 -3.07
N -0.28 -2.22 -2.40
H -1.57 -4.77 -1.20
H -2.87 -5.95 -1.38
H -1.35 -6.19 -2.25
H -3.36 -3.93 -2.73
H -3.18 -5.36 -3.75
H -2.02 -3.42 -4.76
H -0.84 -4.67 -4.32
C -2.48 -1.90 1.24
C -3.76 -1.99 2.07
C -4.33 -3.41 2.13
C -4.66 -3.88 0.76
N -4.92 -4.24 -0.30
H -2.66 -2.17 0.20
H -2.10 -0.88 1.25
H -1.71 -2.55 1.64
H -4.51 -1.31 1.65
H -3.55 -1.65 3.09
H -5.23 -3.43 2.75
H -3.60 -4.10 2.58
C -3.20 4.00 3.01
C -2.21 3.67 1.90
C -2.47 2.30 1.26
C -2.35 1.23 2.29
N -2.26 0.40 3.09
H -3.13 3.29 3.84
H -3.00 4.99 3.42
H -4.23 3.99 2.64
H -1.20 3.70 2.31
H -2.27 4.44 1.13
H -1.75 2.11 0.47
H -3.47 2.26 0.83
C 1.10 -1.90 3.84
C 1.01 -2.96 4.93
C 0.72 -4.36 4.38
C -0.59 -4.36 3.67
N -1.59 -4.36 3.12
H 0.15 -1.80 3.30
H 1.34 -0.93 4.27
H 1.88 -2.15 3.11
H 0.24 -2.67 5.64
H 1.96 -2.98 5.48
H 0.68 -5.08 5.20
H 1.50 -4.67 3.69
C 5.85 -2.65 4.71
C 6.54 -3.87 5.31
C 5.79 -5.18 5.03
C 4.42 -5.11 5.61
N 3.36 -5.07 6.06
H 4.86 -2.50 5.14
H 6.44 -1.75 4.92
H 5.75 -2.75 3.63
H 6.64 -3.73 6.39
H 7.55 -3.95 4.91
H 6.32 -6.02 5.47
H 5.71 -5.35 3.95
C -1.44 3.77 8.67
C -2.89 3.91 8.23
C -3.07 3.79 6.71
C -2.31 4.86 6.02
N -1.72 5.70 5.49
H -0.82 4.57 8.25
H -1.36 3.83 9.75
H -1.02 2.81 8.35
H -3.28 4.87 8.57
H -3.49 3.13 8.72
H -4.13 3.88 6.45
H -2.72 2.82 6.36